# 1
Computed, not measured: a molecular structure, C15H30F9NaO15S3 at a distorted geometry, with the ωB97M-V functional and the def2-TZVPD basis.

Each line ends with the Mulliken charge.
Geometry (Å):
H  -11.645  -9.983  -6.913  0.29
H  -18.134  -8.268  -7.150  0.27
H  -6.312  -12.861  -6.104  0.25
H  -12.347  -9.994  -13.927  0.29
H  -13.933  -9.344  -6.344  -0.07
H  -13.212  -7.970  -7.156  0.55
C  -14.019  -8.707  -7.226  -0.57
O  -14.897  -10.671  -12.225  -0.21
C  -15.718  -10.671  -11.042  -0.31
H  -7.867  -9.832  -5.617  0.45
F  -11.217  -14.907  -10.929  -0.25
H  -8.205  -9.273  -7.867  0.39
H  -15.651  -7.611  -6.346  0.46
O  -16.507  -12.279  -7.819  -0.52
C  -12.545  -11.194  -3.351  0.51
H  -15.388  -7.280  -8.037  0.43
F  -12.923  -16.111  -11.442  -0.24
O  -7.745  -11.529  -6.690  -0.35
H  -9.481  -8.730  -6.842  0.34
O  -9.983  -10.246  -8.212  -0.44
O  -13.557  -11.566  -14.715  -0.38
H  -15.010  -10.847  -10.239  -0.34
H  -9.333  -10.878  -5.556  0.20
O  -16.306  -9.093  -7.641  0.06
H  -7.868  -12.949  -5.199  0.29
O  -14.289  -13.160  -3.754  -0.64
H  -18.144  -9.248  -8.639  0.20
C  -12.512  -11.080  -13.914  -0.42
O  -13.851  -11.616  -5.587  -0.62
O  -13.082  -13.262  -8.997  -0.52
C  -12.562  -14.926  -10.949  0.48
H  -16.120  -9.662  -10.933  0.17
H  -10.920  -11.556  -6.917  0.50
O  -14.564  -15.209  -9.220  -0.69
C  -9.099  -9.634  -7.347  -0.67
H  -11.600  -11.547  -14.287  0.25
H  -11.872  -11.077  -8.303  -0.08
F  -19.022  -12.639  -9.490  -0.23
H  -14.170  -7.999  -9.844  0.33
H  -15.443  -12.369  -13.195  0.30
H  -17.360  -7.679  -8.655  0.40
F  -19.285  -11.163  -7.942  -0.22
H  -12.420  -8.128  -9.338  0.28
C  -7.142  -12.292  -5.691  -0.75
C  -13.345  -8.663  -9.551  -1.04
O  -12.145  -13.240  -5.007  -0.66
C  -15.386  -8.091  -7.296  -0.92
F  -13.447  -10.276  -2.973  -0.24
S  -13.195  -14.713  -9.189  1.08
H  -13.267  -9.304  -10.430  0.11
O  -17.774  -12.882  -5.825  -0.73
O  -13.761  -9.430  -8.445  0.82
F  -20.201  -13.101  -7.710  -0.23
C  -8.545  -10.475  -6.207  -0.21
C  -19.115  -12.484  -8.168  0.50
H  -14.766  -9.814  -14.784  0.33
H  -6.727  -11.666  -4.884  0.31
H  -12.629  -11.326  -12.856  0.07
S  -13.294  -12.472  -4.554  0.98
C  -17.553  -8.566  -8.031  -0.92
F  -12.947  -13.943  -11.766  -0.20
S  -17.566  -13.118  -7.260  1.07
C  -14.792  -10.897  -14.632  -0.65
C  -11.155  -10.709  -7.572  -0.47
Na  -14.341  -11.601  -7.877  0.83
H  -16.458  -11.468  -11.057  0.56
C  -15.516  -11.285  -13.336  -0.47
H  -15.428  -11.268  -15.441  0.33
F  -11.475  -10.605  -3.895  -0.21
O  -12.300  -15.508  -8.386  -0.70
H  -16.588  -11.056  -13.411  0.46
O  -17.622  -14.529  -7.569  -0.69
F  -12.143  -11.790  -2.204  -0.26

Properties
Kohn-Sham gap = 0.2656 Eh
relative energy (zero: lowest compared OMol25 entry of this formula, charge and spin) = 26.15 kcal per mole
total charge = -2
multiplicity = 1
molecular weight = 740.6 g mol⁻¹

# 2
Computed, not measured: a molecular structure, C4H5O6PS2 at a distorted geometry, with the ωB97M-V functional and the def2-TZVPD basis.

Each line ends with the natural charge from an NBO analysis.
Geometry (Å):
C  -0.164  -0.562  -0.211  -0.24
H  0.574  1.521  -0.086  0.35
S  -2.417  -1.344  0.842  1.02
O  1.191  -2.818  -0.734  -1.03
H  1.292  0.364  -1.368  0.25
H  2.424  -1.536  -0.015  0.48
H  1.673  -0.244  1.718  0.17
O  -3.822  -1.360  0.448  -0.97
S  -0.170  -2.196  -0.470  0.99
C  -1.632  -0.184  -0.104  -0.58
O  -1.092  1.983  -1.714  -1.21
P  -1.885  1.735  -0.455  2.40
H  2.758  0.967  0.921  0.17
O  -3.371  1.894  -0.463  -1.19
C  1.980  0.150  0.723  -0.06
O  2.985  -0.842  0.344  -0.78
O  -1.240  2.061  0.854  -1.18
C  0.916  0.410  -0.230  -0.58

Properties
Kohn-Sham gap = 0.2288 Eh
relative energy (zero: lowest compared OMol25 entry of this formula, charge and spin) = 0.00 kcal per mole
total charge = -2
multiplicity = 1
molecular weight = 244.2 g mol⁻¹

# 3
Computed, not measured: 2 unconnected molecules or ions with the total composition C7H7F2NO2 at a distorted geometry, with the ωB97M-V functional and the def2-TZVPD basis.

Each line ends with the natural charge from an NBO analysis.
Geometry (Å):
H  0.801  -2.143  0.451  0.51
C  -0.925  1.461  -1.378  -0.22
F  -0.620  0.864  2.111  -0.32
O  -2.058  -2.377  0.233  -0.55
H  0.938  2.669  -1.330  0.22
H  2.257  0.955  -0.105  0.24
C  0.299  -0.045  2.123  0.58
C  -0.496  -0.733  -0.363  0.05
C  1.359  0.657  -0.831  -0.32
H  -2.394  -0.076  -0.934  0.23
H  1.963  0.252  -1.634  0.25
C  -1.379  0.155  -0.943  -0.19
O  0.047  -2.789  0.539  -0.66
C  -0.960  -2.051  0.230  0.75
F  1.541  0.426  2.391  -0.35
N  0.786  -0.536  -0.253  -0.41
H  -1.543  2.382  -1.863  0.25
H  -0.028  -0.737  2.771  0.11
C  0.412  1.666  -1.214  -0.17

Properties
Kohn-Sham gap (alpha / beta) = 0.3121 / 0.2715 Eh
relative energy (zero: lowest compared OMol25 entry of this formula, charge and spin) = 99.79 kcal per mole
multiplicity = 1
molecular weight = 175.1 g mol⁻¹

# 4
Computed, not measured: 2 unconnected molecules or ions with the total composition CH2F2N2O at a distorted geometry, with the ωB97M-V functional and the def2-TZVPD basis.

Each line ends with the natural charge from an NBO analysis.
Geometry (Å):
C  1.080  0.071  -0.053  0.93
F  -0.646  -1.582  -0.371  -0.57
H  -1.322  1.921  0.502  0.32
F  1.317  -0.351  1.252  -0.36
N  0.166  1.066  0.086  -0.20
N  -1.043  0.987  0.393  -0.20
H  -1.371  -1.852  -0.921  0.57
O  1.818  -0.261  -0.888  -0.50

Properties
Kohn-Sham gap = 0.3580 Eh
structure (SMILES) = [H]/N=N/C(=O)F.F
relative energy (zero: lowest compared OMol25 entry of this formula, charge and spin) = 0.00 kcal per mole
multiplicity = 1
molecular weight = 96.0 g mol⁻¹

# 5
Computed, not measured: a molecular structure, C30H31N2O2P2Pt at a distorted geometry, with the ωB97M-V functional and the def2-TZVPD basis.

Each line ends with the natural charge from an NBO analysis.
Geometry (Å):
C  0.781  -3.201  -1.495  -0.19
H  1.168  1.131  3.558  0.22
C  -0.150  -2.475  -2.243  -0.44
C  1.252  -4.414  -1.961  -0.19
H  -4.074  0.385  -4.875  0.26
C  -2.711  -1.378  4.907  -0.18
H  -2.689  2.157  -5.890  0.26
H  -0.479  -4.578  -4.869  0.26
H  5.207  0.345  -1.997  0.29
H  -1.840  -2.029  0.237  0.26
C  0.812  -4.896  -3.189  -0.11
C  0.598  3.126  4.106  -0.20
H  -2.121  1.017  -0.060  0.25
N  1.808  1.986  0.252  0.11
H  4.786  3.138  0.849  0.28
Pt  1.001  -0.044  -0.023  0.55
C  -0.991  -2.384  2.964  -0.23
C  -0.621  1.752  2.527  -0.43
C  -1.587  -3.243  3.876  -0.18
H  -2.108  4.765  2.888  0.25
C  -0.123  -4.186  -3.928  -0.19
C  -1.331  0.110  -2.921  -0.34
O  3.646  -1.204  -1.238  -0.50
C  -2.147  0.110  0.554  -0.74
C  5.056  1.136  -1.265  -0.71
C  -1.387  3.973  3.017  -0.20
C  -1.537  2.786  2.320  -0.12
C  -1.056  1.884  -4.528  -0.17
H  -3.203  -0.968  -3.034  0.23
H  3.641  -2.024  -0.716  0.51
P  -0.651  -0.873  -1.555  1.26
C  3.744  0.987  -0.598  0.33
H  1.958  -4.990  -1.381  0.25
H  5.154  2.109  -1.738  0.27
H  -3.079  0.096  1.128  0.29
H  -0.199  5.093  4.412  0.25
H  1.112  -2.799  -0.536  0.19
H  -3.386  -0.987  5.653  0.26
O  1.052  2.787  0.817  -0.19
C  3.103  2.113  0.034  0.18
H  -1.379  -4.301  3.839  0.25
P  -0.704  0.134  1.721  1.18
H  -2.338  0.545  4.046  0.24
H  -2.367  2.660  1.644  0.22
C  -0.556  1.130  -3.479  -0.21
C  -2.313  1.600  -5.044  -0.13
C  -2.120  -0.512  4.005  -0.20
C  -1.272  -1.021  3.014  -0.29
H  -0.310  -2.777  2.220  0.21
H  5.858  1.065  -0.523  0.30
C  -2.042  -1.126  -0.350  -0.73
H  1.419  3.266  4.792  0.25
H  4.059  3.918  -0.551  0.29
C  0.455  1.936  3.421  -0.18
C  -3.086  0.586  -4.490  -0.18
H  3.229  4.000  1.004  0.28
H  -2.980  -1.278  -0.889  0.29
H  -0.464  2.680  -4.953  0.25
H  1.214  -5.820  -3.579  0.26
N  3.123  -0.167  -0.509  -0.23
C  3.834  3.360  0.364  -0.67
C  -2.595  -0.173  -3.440  -0.21
H  -2.886  -3.404  5.576  0.26
H  -1.276  -2.397  -4.087  0.23
H  0.433  1.328  -3.081  0.21
C  -0.584  -2.959  -3.478  -0.09
C  -2.442  -2.739  4.851  -0.13
C  -0.316  4.152  3.895  -0.12

Properties
Kohn-Sham gap (alpha / beta) = 0.1533 / 0.1630 Eh
relative energy (zero: lowest compared OMol25 entry of this formula, charge and spin) = 14.24 kcal per mole
total charge = +3
multiplicity = 1
molecular weight = 708.6 g mol⁻¹

# 6
Computed, not measured: a molecular structure, C16H18IN2O3Ru at a distorted geometry, with the ωB97M-V functional and the def2-TZVPD basis.

Each line ends with the Mulliken spin population.
Geometry (Å):
C  9.390  9.969  7.384  0.06
C  11.616  6.872  7.010  0.00
C  7.875  10.196  10.653  0.19
O  8.900  7.552  7.771  0.22
H  6.980  4.533  10.444  0.01
H  11.608  6.345  6.069  0.03
I  10.114  8.500  12.083  0.03
H  11.572  10.774  4.938  0.01
C  7.643  5.160  9.796  0.00
C  9.749  8.560  7.434  0.22
N  11.645  8.973  5.983  -0.04
C  9.908  12.258  6.386  -0.02
H  7.095  4.427  7.883  0.00
H  11.155  6.139  7.694  0.00
C  10.148  10.783  6.508  0.17
Ru  9.351  8.011  9.606  2.20
O  7.826  6.433  10.513  0.03
C  6.504  10.691  13.004  0.18
H  6.012  5.561  8.423  0.00
C  6.000  11.198  11.780  0.02
O  10.960  12.795  5.601  0.01
C  8.363  10.370  8.266  -0.02
C  6.696  10.992  10.622  0.03
C  10.983  8.197  6.844  0.14
H  7.600  11.155  8.115  0.00
H  8.584  4.606  9.759  0.00
H  7.925  6.305  11.443  0.00
N  8.392  9.791  9.448  0.05
C  7.773  10.100  13.100  0.03
H  8.986  12.426  5.933  0.03
H  6.357  11.392  9.626  0.00
C  8.391  9.768  11.928  0.11
H  5.909  10.759  13.918  0.00
H  8.084  9.842  14.126  0.01
C  11.148  10.173  5.746  0.25
C  7.073  5.370  8.435  0.00
H  12.688  6.961  7.243  0.02
H  9.822  12.737  7.401  0.03
H  4.989  11.720  11.712  0.00
H  7.702  6.039  7.837  0.00
H  11.319  13.669  5.868  0.00

Properties
Kohn-Sham gap (alpha / beta) = 0.2455 / 0.1740 Eh
expectation value of S² = 6.1004
relative energy (zero: lowest compared OMol25 entry of this formula, charge and spin) = 22.80 kcal per mole
total charge = +3
multiplicity = 5
molecular weight = 514.3 g mol⁻¹